Computed, not measured: a molecular structure, C8H24LiO4S4, with ωB97M-V/def2-TZVPD.

Calculated values
Electronic energy in Eh: -2220.0650
ΔE to the lowest compared entry with this formula, charge and spin in kJ/mol: 130.3
Strongest force on any atom in eV/Å: 11.9
Charge: +1

Cartesian coordinates (Å):
Li 0.3066 0.4574 0.1860
C -1.4754 1.7694 3.4620
S -0.6624 2.9604 2.4100
O -0.0104 2.0734 1.3670
C -1.9784 3.5834 1.5160
H -2.1564 0.8714 2.8210
H -2.0694 2.4234 4.1080
H -0.6764 1.4564 4.0560
H -2.6574 2.7874 1.3190
H -1.5824 4.0734 0.4970
H -2.2054 4.2604 2.0590
C -3.3584 -1.8076 -0.3100
S -2.9384 -0.1986 0.0630
O -1.5164 -0.2546 0.5650
C -2.8464 0.4374 -1.5980
H -2.5734 -2.2986 -0.6890
H -4.2344 -1.8886 -0.9010
H -3.6074 -2.3736 0.5950
H -3.7254 0.7334 -2.0540
H -2.3014 -0.1066 -2.3300
H -2.4114 1.3384 -1.2160
C 0.1966 0.0514 -4.2940
S 1.2876 0.8994 -3.2000
O 0.8286 0.5174 -1.7210
C 2.7436 -0.0786 -3.3780
H -0.8494 0.5754 -4.1970
H -0.0544 -1.0546 -3.7580
H 0.5666 0.0784 -5.2740
H 3.3216 0.3844 -4.2000
H 2.7456 -1.0246 -3.7340
H 3.5856 -0.0096 -2.5410
C 2.3376 -1.9386 3.2350
S 2.1466 -2.2436 1.4360
O 1.7606 -0.8396 0.8760
C 3.8816 -2.4836 1.1260
H 1.2846 -2.0086 3.7790
H 2.9526 -1.0086 3.1580
H 3.0386 -2.6446 3.7570
H 4.1916 -2.5766 0.0460
H 4.1776 -3.3036 1.6260
H 4.5356 -1.5876 1.3330



Computed, not measured: 4 unconnected molecules or ions with the total composition C8H24O4, with ωB97M-V/def2-TZVPD.

Calculated values
Electronic energy in Eh: -620.0588
ΔE to the lowest compared entry with this formula, charge and spin in kJ/mol: 197.9
Strongest force on any atom in eV/Å: 2.3
SMILES: CCO.CCO.CCO.CCO

Cartesian coordinates (Å):
C -1.2710 -2.9352 -6.8868
C -0.9587 -3.6652 -8.1523
O -1.3976 -5.0487 -8.0463
H -2.1950 -3.2780 -6.4213
H -1.3385 -1.8679 -7.0981
H -0.4769 -3.1271 -6.1652
H 0.1283 -3.6596 -8.2340
H -1.5325 -3.1256 -8.9057
H -1.5080 -5.3286 -8.9580
C -2.3493 1.4002 -2.2090
C -0.9075 1.3191 -1.7665
O -0.6729 1.5528 -0.4184
H -2.5066 0.9590 -3.1932
H -2.7515 2.3998 -2.0442
H -3.0471 0.7318 -1.7044
H -0.2991 1.9634 -2.4013
H -0.6270 0.2727 -1.8868
H 0.2806 1.5948 -0.3152
C -2.4787 1.5544 6.7010
C -1.6768 0.9595 5.5704
O -2.5005 0.8899 4.4516
H -2.9466 2.4722 6.3448
H -1.8751 1.7186 7.5936
H -3.2259 0.8351 7.0362
H -1.2309 -0.0262 5.7040
H -0.8982 1.6064 5.1663
H -1.9912 1.1809 3.6917
C 4.5765 0.1698 4.1684
C 4.8342 1.5366 3.6488
O 4.2502 1.5972 2.3317
H 4.7078 -0.5386 3.3504
H 3.5333 0.3399 4.4345
H 5.1569 -0.1140 5.0462
H 5.9092 1.6900 3.5542
H 4.3091 2.2413 4.2936
H 4.9774 1.7294 1.7191



Computed, not measured: a molecular structure, C8H24O8, with ωB97M-V/def2-TZVPD.

Calculated values
Electronic energy in Eh: -920.7730
ΔE to the lowest compared entry with this formula, charge and spin in kJ/mol: 771.6
Strongest force on any atom in eV/Å: 15.0

Cartesian coordinates (Å):
C -0.2529 -0.9935 -3.3652
C 0.2814 0.4331 -3.2791
O 1.7331 0.5672 -3.2920
O 0.0670 -1.3872 -4.6355
H -1.3364 -0.9058 -3.2857
H -0.0453 -1.7206 -2.5801
H -0.0753 0.9095 -2.3659
H -0.2171 1.0489 -4.0276
H 2.0815 1.3743 -2.9062
H -0.3830 -2.2351 -4.6509
C 0.8642 -0.8411 3.5015
C 0.1207 0.4628 4.1480
O -1.1914 0.6429 3.6669
O 0.9922 -0.7329 2.1044
H 0.4730 -1.8386 3.7018
H 1.8274 -0.8224 4.0113
H 0.6739 1.3852 3.9716
H 0.0382 0.3631 5.2303
H -1.1850 1.1148 2.8310
H 1.7343 -0.1448 1.9464
C -1.9850 -1.6170 -0.1921
C -1.1775 -1.1563 0.9407
O 0.1762 -1.6338 0.7372
O -1.4447 -0.9500 -1.3799
H -2.9968 -1.3235 0.0875
H -2.1809 -2.6831 -0.3066
H -1.6215 -1.4793 1.8823
H -1.0611 -0.0778 1.0465
H 0.6281 -1.5469 1.5797
H -0.6684 -1.4603 -1.6216
C 0.6424 1.0164 -0.2542
C 0.1483 2.3685 -0.7212
O -0.1963 3.2267 0.3571
O 1.8429 0.8020 -0.8249
H -0.1083 0.2411 -0.4074
H 0.8783 0.8888 0.8023
H -0.7422 2.3354 -1.3489
H 0.9668 2.9020 -1.2045
H 0.5962 3.5762 0.7709
H 2.1029 -0.1087 -0.6681



Computed, not measured: 4 unconnected molecules or ions with the total composition C8H24O8, with ωB97M-V/def2-TZVPD.

Calculated values
Electronic energy in Eh: -920.9010
ΔE to the lowest compared entry with this formula, charge and spin in kJ/mol: 435.6
Strongest force on any atom in eV/Å: 5.9
SMILES: OCCO.OCCO.OCCO.OCCO

Cartesian coordinates (Å):
C -2.1860 -1.6878 2.4114
C -1.0600 -2.0698 3.3844
O -1.4630 -2.0058 4.7164
O -1.9460 -2.1678 1.0044
H -2.4850 -0.6928 2.5014
H -3.3260 -2.0418 2.5444
H -0.0700 -1.7778 3.1904
H -0.9900 -3.0988 3.4484
H -0.9580 -1.3158 5.0934
H -2.1810 -3.0228 1.1024
C 1.2750 -0.1568 0.7584
C 0.4690 0.3732 -0.3766
O -0.9110 0.4012 -0.0276
O 2.6340 -0.1848 0.3974
H 1.0710 -1.1328 1.1254
H 1.1310 0.5772 1.6174
H 0.3750 -0.4298 -1.1666
H 0.9020 1.3102 -0.9026
H -1.0190 -0.5508 0.0564
H 2.7140 -0.9858 -0.1706
C -2.8640 3.1762 1.3024
C -1.7790 4.0282 0.8304
O -1.5190 5.1522 1.7324
O -3.0950 2.1322 0.3464
H -3.7270 3.7172 1.6544
H -2.6030 2.6572 2.1514
H -2.0990 4.4522 -0.2206
H -0.6930 3.4712 0.7774
H -0.6530 5.6302 1.3904
H -2.2410 1.7772 -0.0066
C 2.4720 -2.1978 -4.1146
C 3.4120 -0.9698 -3.5766
O 4.7490 -1.2258 -3.9976
O 1.0660 -1.9328 -3.9096
H 2.7470 -3.1448 -3.7376
H 2.7840 -2.2538 -5.1946
H 3.5930 -1.0658 -2.5546
H 2.9440 -0.1648 -4.1086
H 4.9580 -0.6918 -4.7376
H 0.5730 -1.8878 -4.7336



Computed, not measured: a molecular structure, C8H25LiNO7, with ωB97M-V/def2-TZVPD.

Calculated values
Electronic energy in Eh: -908.7296
ΔE to the lowest compared entry with this formula, charge and spin in kJ/mol: 0.0
Strongest force on any atom in eV/Å: 2.8
Charge: -1

Cartesian coordinates (Å):
Li 1.1756 -0.2325 0.1055
O 1.6273 1.2366 1.3845
C 2.4269 2.3398 1.0176
C 3.9050 2.4165 1.4811
O 4.0938 2.2450 2.8346
H 1.8832 3.2492 1.3280
H 2.4378 2.3745 -0.1001
H 4.2850 3.4256 1.2198
H 4.4438 1.5958 0.9478
C 2.6161 0.0821 -2.6133
O 1.6281 -0.4919 -1.7916
C 0.3866 -0.6428 -2.4481
C -0.6044 -1.2680 -1.4840
N -0.9018 -0.2689 -0.4297
C -1.6753 -0.9059 0.6467
C -3.0722 -1.3649 0.2573
O -3.6795 -0.3206 -0.4816
C -4.9838 -0.6718 -0.8765
H 2.4349 1.1378 -2.8584
H 2.6312 -0.4211 -3.5850
H 3.5619 0.1006 -2.0800
H 0.4623 -1.3278 -3.3056
H 0.0064 0.3168 -2.8110
H -0.2125 -2.1530 -0.9861
H -1.5261 -1.5357 -2.0162
H -1.5253 0.4255 -0.8313
H -1.7918 -0.2014 1.4694
H -1.1283 -1.7539 1.0661
H -3.6558 -1.6024 1.1559
H -3.0730 -2.3239 -0.2848
H -5.4264 0.1938 -1.3795
H -5.6436 -0.7822 -0.0085
H -4.9953 -1.5162 -1.5662
O -1.0820 2.1424 1.3271
H -1.0356 2.7767 2.0479
H -0.1647 1.7743 1.2753
O 0.1574 -0.5051 3.3938
H 0.2696 0.2451 2.7752
H 0.2633 -0.1125 4.2646
O 1.8365 -2.2047 0.4822
H 1.7926 -3.0529 0.0294
H 1.8520 -2.4181 1.4275



Computed, not measured: a molecular structure, C8H26AgN10O9, with ωB97M-V/def2-TZVPD.

Calculated values
⟨S²⟩: 0.76
Electronic energy in Eh: -1692.2583
Spin multiplicity: 2
Strongest force on any atom in eV/Å: 1.6

Cartesian coordinates (Å):
Ag -11.7132 2.2873 4.1191
C -10.4417 2.7112 1.6630
O -11.7143 2.5117 1.7441
O -9.8758 2.5834 2.8051
O -9.8667 2.8581 0.5775
C -14.3633 -0.0955 -1.7929
C -13.8664 0.4455 -0.4684
O -12.5886 1.0620 -0.6613
H -15.3905 -0.4377 -1.6936
H -13.7030 -0.8375 -2.2483
H -14.2747 0.6959 -2.5467
H -13.8039 -0.3982 0.2296
H -14.5693 1.2226 -0.1482
H -12.3888 1.4916 0.1813
C -7.2125 6.3806 0.4601
O -6.3430 7.1737 0.7605
N -7.7006 5.4570 1.3632
N -7.7495 6.3254 -0.8023
H -7.1156 5.2264 2.1578
H -8.1643 4.6316 1.0089
H -8.3057 5.6096 -1.2262
H -7.2988 7.0017 -1.3976
C -8.2995 2.1926 -2.5735
O -7.9143 1.8829 -3.6764
N -7.6258 3.1027 -1.7752
N -9.3727 1.5990 -1.9425
H -7.1390 3.8290 -2.2703
H -8.0669 3.3427 -0.9046
H -10.0717 1.1109 -2.4704
H -9.6395 1.8379 -0.9985
C -11.1759 5.6445 4.7085
O -11.5675 4.4832 4.9369
N -10.5980 6.0161 3.5514
N -11.2387 6.5966 5.6960
H -10.5429 5.3527 2.8074
H -10.4549 6.9902 3.3619
H -11.2364 7.5555 5.4000
H -11.6963 6.2923 6.5359
C -7.8929 -0.5847 2.0159
O -7.1917 -1.5884 2.1040
N -7.7964 0.2841 0.9563
N -8.8663 -0.2681 2.9474
H -8.3740 1.1040 0.9414
H -7.3229 -0.0053 0.1222
H -8.9865 -0.7536 3.8131
H -9.3103 0.6307 2.8721
C -6.5429 3.9169 4.5027
O -5.3980 3.9024 4.9304
N -7.2363 5.1006 4.2358
N -7.1492 2.7839 4.0264
H -6.6624 5.9218 4.3516
H -8.1763 5.1330 4.5979
H -8.0618 2.7920 3.5895
H -6.5454 1.9842 3.9536